This record from OMol25 describes a cluster of 5 separate species, C18H50N4O5 in total at a distorted geometry. The level of theory is ωB97M-V/def2-TZVPD.

The geometry in XYZ format:
```
77
Properties=species:S:1:pos:R:3:lowdin_charge:R:1
C -15.88 6.28 -7.77 -0.120
O -16.19 7.65 -7.63 -0.159
C -17.48 8.02 -7.97 -0.257
C -17.89 8.12 -9.43 -0.435
C -19.27 8.79 -9.51 -0.074
N -18.08 6.83 -10.02 0.027
H -15.01 6.08 -7.15 0.086
H -15.73 5.97 -8.80 0.078
H -16.64 5.60 -7.37 0.082
H -18.21 7.52 -7.33 0.130
H -17.56 9.03 -7.59 0.126
H -17.02 8.65 -9.80 0.147
H -19.55 8.97 -10.55 0.075
H -19.31 9.78 -9.06 0.071
H -20.06 8.23 -9.01 0.083
H -18.65 6.30 -9.37 0.074
H -18.68 6.83 -10.84 0.067
C -12.82 -4.30 -18.40 -0.113
O -11.62 -4.46 -19.13 -0.214
C -10.50 -4.98 -18.37 -0.161
C -9.26 -4.70 -19.26 -0.475
C -8.00 -5.20 -18.61 -0.083
N -9.15 -3.29 -19.34 0.028
H -12.79 -3.48 -17.69 0.083
H -13.03 -5.22 -17.86 0.083
H -13.66 -4.05 -19.05 0.085
H -10.42 -4.36 -17.48 0.126
H -10.60 -6.03 -18.09 0.122
H -9.32 -5.08 -20.28 0.137
H -7.20 -5.21 -19.35 0.077
H -8.08 -6.22 -18.22 0.070
H -7.71 -4.70 -17.69 0.082
H -10.08 -2.97 -19.56 0.070
H -8.50 -3.17 -20.11 0.081
C -25.14 3.00 -4.75 -0.077
O -23.70 2.85 -4.80 -0.197
C -23.19 2.13 -3.77 -0.249
C -21.63 2.26 -3.97 -0.379
C -21.06 1.42 -5.11 -0.085
N -20.86 1.83 -2.75 0.025
H -25.45 3.32 -5.74 0.088
H -25.50 3.66 -3.96 0.086
H -25.68 2.06 -4.59 0.081
H -23.60 2.57 -2.87 0.120
H -23.59 1.12 -3.76 0.121
H -21.55 3.30 -4.28 0.127
H -20.01 1.62 -5.28 0.080
H -21.55 1.77 -6.02 0.069
H -21.41 0.39 -5.02 0.082
H -19.98 1.35 -2.91 0.054
H -21.43 1.16 -2.25 0.054
C -17.67 1.58 -19.58 -0.094
O -18.56 0.64 -20.11 -0.204
C -19.91 0.87 -19.98 -0.200
C -20.61 0.39 -21.33 -0.444
C -22.07 0.54 -21.41 -0.110
N -20.32 -1.02 -21.47 0.040
H -16.65 1.43 -19.94 0.093
H -17.75 1.42 -18.50 0.086
H -17.99 2.61 -19.73 0.084
H -20.27 0.33 -19.11 0.126
H -20.18 1.92 -19.81 0.117
H -20.30 0.87 -22.26 0.132
H -22.58 1.49 -21.25 0.080
H -22.58 0.03 -20.60 0.081
H -22.42 0.22 -22.39 0.091
H -21.22 -1.39 -21.21 0.057
H -19.53 -1.19 -20.86 0.064
C -17.61 -0.86 -12.46 -0.073
C -17.15 0.62 -12.34 -0.358
O -17.15 1.18 -11.08 -0.062
H -17.77 -1.25 -13.47 0.072
H -18.59 -0.97 -12.00 0.064
H -17.05 -1.49 -11.77 0.066
H -17.89 1.16 -12.93 0.097
H -16.24 0.88 -12.88 0.104
H -17.14 2.14 -11.16 0.089
```

- SMILES = COC[C@H](C)N.COC[C@H](C)N.COC[C@H](C)N.COC[C@H](C)N.CCO
- lowest unoccupied orbital energy (eV) = 0.46
- F_max (eV/A) = 3.24



This record from OMol25 describes a cluster of 5 separate species, C18H50N4O6 in total at a distorted geometry. The level of theory is ωB97M-V/def2-TZVPD.

The geometry in XYZ format:
```
78
Properties=species:S:1:pos:R:3:lowdin_charge:R:1
C -4.04 3.60 -3.94 -0.026
O -3.73 2.95 -2.63 -0.196
C -2.41 3.16 -2.20 -0.245
C -2.29 2.62 -0.75 -0.329
C -3.23 3.33 0.32 -0.009
N -0.88 2.95 -0.35 0.055
H -4.60 4.52 -3.88 0.085
H -4.51 2.86 -4.56 0.089
H -3.14 3.96 -4.30 0.039
H -1.74 2.88 -3.06 0.125
H -2.22 4.26 -2.16 0.128
H -2.37 1.61 -0.86 0.046
H -2.88 3.28 1.31 0.042
H -4.22 2.82 0.37 0.088
H -3.37 4.40 0.10 0.088
H -0.67 3.91 -0.40 0.088
H -0.37 2.52 -1.14 0.078
C -2.23 -5.81 0.37 -0.092
O -1.51 -5.03 -0.62 -0.182
C -1.44 -3.63 -0.32 -0.169
C 0.00 -3.41 0.17 -0.423
C 0.38 -3.87 1.57 -0.043
N 0.33 -2.02 0.11 0.064
H -3.28 -5.68 0.14 0.074
H -2.16 -5.69 1.41 0.060
H -2.01 -6.87 0.16 0.093
H -1.71 -3.14 -1.28 0.130
H -1.92 -3.41 0.56 0.089
H 0.51 -3.92 -0.61 0.132
H 1.44 -3.79 1.69 0.050
H 0.56 -4.91 1.50 0.056
H -0.22 -3.59 2.47 0.100
H -0.22 -1.52 0.76 0.015
H -0.13 -1.78 -0.80 0.044
C 5.24 2.84 3.01 -0.056
O 4.74 1.79 2.12 -0.181
C 4.15 0.82 2.89 -0.288
C 3.73 -0.27 1.90 -0.402
C 3.06 -1.42 2.65 -0.055
N 5.09 -0.68 1.42 0.040
H 4.53 3.17 3.77 0.093
H 5.30 3.72 2.40 0.076
H 6.18 2.68 3.41 0.066
H 4.61 0.37 3.82 0.154
H 3.21 1.31 3.20 0.122
H 3.17 0.09 1.09 0.113
H 2.16 -1.00 3.13 0.061
H 3.61 -1.95 3.37 0.058
H 2.71 -2.10 1.83 0.073
H 5.57 -0.67 2.31 0.050
H 5.31 0.24 1.06 0.054
C -2.71 -0.71 -1.62 -0.090
O -1.28 -0.78 -1.60 -0.247
C -0.88 -0.32 -2.87 -0.189
C 0.67 -0.37 -2.91 -0.343
C 1.38 0.59 -1.89 -0.051
N 1.13 0.11 -4.25 0.007
H -3.10 -1.46 -2.31 0.100
H -3.09 0.22 -2.07 0.076
H -3.13 -0.76 -0.63 0.096
H -1.28 -0.96 -3.69 0.138
H -1.32 0.66 -3.04 0.099
H 0.99 -1.36 -2.69 0.119
H 2.35 0.21 -1.68 0.068
H 0.76 0.57 -0.97 0.050
H 1.45 1.58 -2.20 0.043
H 2.19 0.19 -4.18 0.098
H 0.83 1.02 -4.55 0.050
O -1.49 -1.13 2.19 -0.082
C -1.42 0.23 1.98 -0.236
C 0.04 0.77 2.12 -0.375
O -0.07 2.01 2.05 -0.052
H -1.12 -1.25 3.08 0.112
H -1.77 0.55 1.01 0.098
H -1.99 0.71 2.76 0.117
H 0.61 0.42 1.18 0.115
H 0.59 0.40 3.03 0.124
H -0.43 2.34 1.20 0.034
```

- SMILES = COC[C@H](C)N.COC[C@H](C)N.COC[C@H](C)N.COC[C@H](C)N.OCCO
- lowest unoccupied orbital energy (eV) = 0.49
- F_max (eV/A) = 8.77



This record from OMol25 describes a cluster of 10 separate species, C18H50O14 in total at a distorted geometry. The level of theory is ωB97M-V/def2-TZVPD.

The geometry in XYZ format:
```
82
Properties=species:S:1:pos:R:3:lowdin_charge:R:1
C -3.91 -2.86 1.47 0.008
C -2.89 -4.02 1.85 -0.377
O -3.32 -4.95 2.60 0.039
O -1.52 -4.05 1.45 -0.074
C -1.24 -3.19 0.32 -0.188
C -0.83 -1.69 0.67 -0.136
C -0.98 -1.26 2.19 -0.112
C 0.28 -0.28 2.51 -0.310
C 0.05 0.31 3.97 -0.088
C 0.71 -0.53 5.14 -0.208
O 1.58 -1.40 5.02 0.020
O 0.44 0.76 1.52 -0.040
C 1.67 1.41 1.62 -0.260
O 2.70 0.95 2.13 0.046
H -4.95 -3.10 1.90 0.102
H -4.04 -2.88 0.33 0.095
H -3.60 -1.83 1.84 0.074
H -0.34 -3.66 -0.22 0.119
H -2.07 -3.20 -0.47 0.129
H -1.48 -1.00 -0.01 0.101
H 0.24 -1.52 0.33 0.117
H -1.90 -0.60 2.29 0.102
H -0.90 -2.09 2.95 0.134
H 1.18 -0.99 2.57 0.156
H 0.47 1.38 4.06 0.135
H -1.09 0.40 4.12 0.125
H 0.38 -0.26 6.22 0.129
H 1.75 2.45 1.15 0.149
C 3.82 4.70 1.18 -0.150
O 3.29 4.48 2.48 -0.136
H 3.30 5.54 0.72 0.083
H 4.88 4.94 1.25 0.052
H 3.68 3.81 0.56 0.072
H 3.77 3.74 2.86 0.068
C 7.59 4.17 2.00 -0.135
O 7.20 4.83 0.80 -0.148
H 6.70 3.74 2.46 0.076
H 8.30 3.38 1.78 0.083
H 8.03 4.90 2.69 0.083
H 8.00 5.20 0.41 0.083
C -0.31 -0.34 -2.87 -0.149
O 0.08 -1.67 -2.57 -0.123
H -0.62 0.16 -1.95 0.056
H 0.53 0.21 -3.30 0.081
H -1.15 -0.35 -3.57 0.077
H 0.35 -2.08 -3.40 0.081
C -1.15 -6.64 -1.87 -0.145
O -0.56 -5.69 -0.99 -0.146
H -0.80 -6.45 -2.88 0.078
H -0.86 -7.65 -1.57 0.078
H -2.24 -6.54 -1.84 0.078
H -0.88 -5.88 -0.10 0.068
C 0.41 -6.53 3.85 -0.162
O -0.54 -5.57 4.28 -0.129
H 0.73 -7.11 4.71 0.076
H -0.05 -7.20 3.12 0.074
H 1.27 -6.03 3.41 0.075
H -0.82 -5.07 3.51 0.031
C -3.60 1.82 0.54 -0.142
O -2.64 1.09 -0.22 -0.151
H -4.23 1.11 1.08 0.080
H -3.09 2.46 1.26 0.080
H -4.22 2.42 -0.13 0.069
H -2.10 1.74 -0.69 0.080
C 7.54 4.35 -2.67 -0.170
O 7.28 3.16 -1.94 -0.131
H 7.52 4.12 -3.73 0.078
H 6.78 5.10 -2.45 0.076
H 8.53 4.74 -2.40 0.072
H 7.30 3.39 -1.00 0.043
C -4.28 1.92 -3.81 -0.156
O -4.82 1.71 -2.51 -0.138
H -4.80 2.76 -4.28 0.064
H -3.22 2.16 -3.74 0.075
H -4.43 1.03 -4.42 0.077
H -4.34 0.96 -2.13 0.058
C -6.19 3.35 -7.16 -0.152
O -5.90 2.25 -6.30 -0.148
H -5.30 3.57 -7.75 0.080
H -7.01 3.09 -7.83 0.075
H -6.45 4.23 -6.57 0.077
H -6.70 2.08 -5.78 0.083
```

- SMILES = CC(=O)OCCC[C@H](CC=O)OC=O.CO.CO.CO.CO.CO.CO.CO.CO.CO
- lowest unoccupied orbital energy (eV) = 0.36
- F_max (eV/A) = 5.23



Ordered E_HOMO results: -9.0; -8.0; -9.5; unit eV.
Ordered energy results: -35669.08842; -37714.29667; -48135.16655; unit eV.